A 4-piece molecular cluster, C3H16NO4 overall in a non-equilibrium geometry. Source: the OMol25 dataset; level of theory: ωB97M-V/def2-TZVPD.

Each line ends with the natural charge from an NBO analysis.
Cartesian coordinates (Å):
O 1.44 -1.34 0.47  -0.753
C 0.21 -1.92 0.86  -0.124
C -0.69 -1.84 -0.30  -0.239
N -0.80 -0.34 -0.66  -0.583
C -1.06 -0.12 -2.12  -0.425
H 2.21 -2.05 0.34  0.506
H 0.36 -2.90 1.27  0.214
H 0.04 -1.35 1.75  0.213
H -1.70 -2.33 -0.27  0.244
H -0.11 -2.22 -1.19  0.224
H 0.13 0.16 -0.26  0.502
H -1.62 0.03 -0.11  0.462
H -0.25 -0.64 -2.76  0.238
H -1.12 0.94 -2.29  0.238
H -2.07 -0.58 -2.40  0.231
H -3.16 1.71 0.94  0.492
H -1.74 1.94 0.72  0.475
O -2.30 1.30 1.13  -0.935
H 1.58 2.30 -1.45  0.494
H 1.48 1.80 -0.04  0.500
O 1.04 1.79 -0.89  -0.975
H 3.11 1.27 2.75  0.488
H 2.68 2.65 2.27  0.478
O 2.33 1.72 2.24  -0.963

Properties
Charge ... +1
HOMO-LUMO gap ... 0.4367 hartree
Lowest unoccupied orbital energy ... -2.65 eV
Energy ... -13043.6392 eV
Energy above the lowest of the compared OMol25 structures with the same formula, charge and spin ... 1.498 eV
E_HOMO ... -14.53 eV